This record from the Open Molecules 2025 dataset describes a cluster of 11 separate species, C16H54O11 in total. The level of theory is ωB97M-V/def2-TZVPD.

Cartesian coordinates (Å):
C -0.70282 0.04927 -1.99874
C 0.22328 0.70882 -0.94711
O -0.57251 1.62125 -0.22404
H -1.19199 0.69006 -2.73235
H -1.47422 -0.43918 -1.40337
H -0.14866 -0.73842 -2.50918
H 1.10303 1.23644 -1.31556
H 0.51977 -0.11861 -0.30247
H -1.03488 2.27876 -0.74892
C -1.34641 7.84894 1.96950
C -2.17876 8.92888 1.27565
O -3.26364 9.19485 2.09990
H -0.48224 7.70290 1.32142
H -1.92533 6.92920 2.05329
H -1.11891 8.12039 3.00035
H -2.40810 8.46429 0.31666
H -1.59224 9.84231 1.17698
H -3.38953 10.11625 1.86161
C 0.59297 -2.78523 -7.00080
C 0.77318 -2.18700 -8.36542
O 0.14033 -3.07364 -9.26987
H -0.45574 -2.77044 -6.70402
H 1.24269 -2.22680 -6.32690
H 0.66229 -3.86677 -6.88436
H 1.81667 -2.37648 -8.61709
H 0.37949 -1.17601 -8.47034
H -0.72137 -2.76544 -9.55984
C 7.23936 0.13752 4.75925
C 6.81681 -0.48573 3.43592
O 5.43329 -0.36772 3.23620
H 7.22972 1.22511 4.83098
H 8.29024 -0.10224 4.92132
H 6.57282 -0.34604 5.47339
H 7.30062 -1.45843 3.34713
H 7.39989 -0.02103 2.64083
H 5.15011 -1.16146 2.77642
C -0.83243 -6.45320 -2.04116
C -0.38551 -6.33632 -0.60673
O -0.29371 -4.99717 -0.18855
H -1.70335 -5.85686 -2.31318
H -1.18263 -7.44923 -2.31207
H -0.10475 -6.24641 -2.82590
H 0.61075 -6.75182 -0.45530
H -1.17486 -6.82868 -0.03873
H -0.85912 -5.04347 0.58590
C -5.61312 -3.75843 -1.17201
O -6.71094 -3.63622 -2.01128
H -4.69667 -3.34247 -1.59058
H -5.77840 -3.22223 -0.23751
H -5.31800 -4.77663 -0.91848
H -6.65468 -4.07705 -2.86223
C -1.55356 -2.81623 4.32151
O -1.66978 -4.18100 4.17752
H -0.54188 -2.43575 4.46239
H -1.71593 -2.46285 3.30325
H -2.31390 -2.51143 5.04059
H -1.95185 -4.60175 4.99299
C 3.82448 -5.04805 2.97324
O 3.81237 -4.38091 1.70953
H 3.44342 -6.05168 2.78455
H 4.83057 -4.92389 3.37384
H 3.12982 -4.62632 3.69966
H 2.93144 -4.35299 1.32901
C 3.31396 4.80030 3.03825
O 4.18035 3.98720 2.28698
H 3.31635 5.78017 2.56081
H 2.31987 4.36330 2.94383
H 3.69133 4.77526 4.06054
H 4.21044 3.07585 2.58722
C -1.56584 5.19647 -4.85084
O -1.72793 5.01060 -3.44952
H -1.84723 4.37875 -5.51435
H -2.24853 5.98401 -5.16993
H -0.55432 5.52948 -5.08326
H -1.95841 5.82764 -3.00128
C -4.93921 1.88599 3.38672
O -3.65098 2.59912 3.33977
H -5.48154 1.93726 4.33083
H -5.48138 2.29742 2.53532
H -4.76098 0.83507 3.15891
H -3.22296 2.27628 2.54342

The total energy comes out at -39982.9936 eV. The value obtained for the frontier orbital gap is 10.115 eV. The value obtained for the relative energy (zero: lowest compared OMol25 entry of this formula, charge and spin) is 150.8 kcal/mol.